# 1
Below is C25H55Ca2N2O10P as an isolated structure in a non-equilibrium geometry, with properties calculated with wB97M-V/def2-TZVPD.

The geometry in XYZ format:
```
95
Properties=species:S:1:pos:R:3
Ca -0.399 -1.161 -1.404
Ca 1.354 -0.344 1.491
P 1.601 0.352 -1.240
O 0.466 0.657 -0.250
O 1.779 -0.994 -0.506
O 2.711 1.369 -1.223
O 0.927 0.005 -2.596
O -1.963 -3.135 2.082
C -1.558 -2.337 1.123
O -2.080 -2.283 -0.007
O -0.541 -1.661 1.328
H -2.742 -3.575 1.735
C -3.297 2.242 -2.352
C -3.789 2.007 -0.902
C -3.218 0.675 -0.595
O -2.138 0.359 -1.597
C -1.920 1.529 -2.245
H -3.241 3.298 -2.616
H -4.012 1.766 -3.023
H -4.866 1.943 -0.746
H -3.423 2.826 -0.283
H -3.864 -0.201 -0.540
H -2.888 0.740 0.442
H -1.488 1.364 -3.232
H -1.151 2.168 -1.810
C -2.322 -2.267 -5.426
C -3.387 -2.733 -4.500
C -2.819 -2.516 -3.095
O -1.759 -1.654 -3.305
C -1.745 -1.092 -4.682
H -2.688 -1.844 -6.362
H -1.569 -3.039 -5.577
H -3.846 -3.678 -4.791
H -4.245 -2.061 -4.470
H -2.494 -3.420 -2.580
H -3.599 -2.039 -2.502
H -0.770 -0.717 -4.993
H -2.469 -0.279 -4.737
C 1.440 -5.231 -1.729
C 1.734 -4.594 -3.010
C 1.271 -3.163 -2.827
O 0.228 -3.243 -1.842
C 0.105 -4.642 -1.484
H 2.068 -4.867 -0.915
H 1.353 -6.306 -1.890
H 1.212 -4.964 -3.893
H 2.784 -4.607 -3.303
H 0.945 -2.628 -3.719
H 2.043 -2.626 -2.276
H -0.736 -5.040 -2.053
H -0.147 -4.859 -0.446
C 1.041 -2.660 4.199
C 2.544 -2.444 3.807
N 2.731 -2.166 2.399
C 2.494 -3.416 1.664
C 3.237 -4.667 2.137
C 4.072 -1.685 1.932
C 4.754 -0.522 2.642
H 0.443 -1.931 3.651
H 0.893 -2.417 5.251
H 0.609 -3.648 4.040
H 2.848 -1.601 4.427
H 3.166 -3.214 4.264
H 1.422 -3.414 1.469
H 2.955 -3.332 0.680
H 3.120 -5.394 1.333
H 4.286 -4.466 2.355
H 2.712 -5.043 3.015
H 3.907 -1.596 0.859
H 4.841 -2.454 2.010
H 5.691 -0.337 2.117
H 4.978 -0.744 3.685
H 4.081 0.323 2.788
C 0.988 8.037 1.132
C -0.089 7.505 2.119
N -0.123 6.012 2.135
C -0.516 5.518 0.735
C -0.536 3.997 0.511
C -1.013 5.535 3.149
C -0.730 5.782 4.585
H 1.378 7.342 0.389
H 1.819 8.349 1.765
H 0.585 8.876 0.565
H 0.138 7.969 3.080
H -1.080 7.885 1.873
H -1.541 5.855 0.580
H 0.003 6.018 -0.083
H -1.374 3.489 0.989
H -0.800 3.729 -0.512
H 0.405 3.476 0.685
H -1.233 4.471 3.058
H -1.986 6.014 3.048
H -1.650 5.880 5.162
H -0.147 6.684 4.768
H -0.172 4.907 4.919
```

Its energy above the lowest of the compared OMol25 structures with the same formula, charge and spin is 170.71 kJ/mol. As for the multiplicity: 1. The value obtained for the energy is -3544.29445 a.u. The HOMO-LUMO gap comes out at 7.2 eV. The calculation puts the HOMO energy at -7.419 eV. As for the strongest force on any atom: 0.1017 Eh/bohr.

Results of the Löwdin charge analysis, in e, for atoms 1 through 4: atom 1 (Ca): 1.414, atom 2 (Ca): 1.482, atom 3 (P): -0.123, atom 4 (O): -0.601

# 2
Below is C25H56InO40P2S9 as an isolated structure in a non-equilibrium geometry, with properties calculated with wB97M-V/def2-TZVPD.

The geometry in XYZ format:
```
133
Properties=species:S:1:pos:R:3
C 6.960 2.192 -4.409
C 5.756 1.546 -3.584
O 5.694 0.129 -3.713
C 4.801 -0.298 -4.757
C 3.893 -1.449 -4.153
C 2.691 -1.803 -5.107
C 1.512 -0.766 -5.078
C 0.575 -0.910 -3.791
In -0.922 0.758 -3.842
P -2.425 0.900 -1.788
O -3.243 -0.386 -1.573
P -2.371 0.598 -5.948
O -3.853 -0.194 -5.560
O -2.870 2.198 -6.344
H 7.704 1.403 -4.672
H 7.459 2.934 -3.725
H 6.593 2.766 -5.299
H 4.806 2.080 -3.836
H 5.973 1.769 -2.501
H 4.195 0.524 -5.210
H 5.428 -0.801 -5.549
H 3.545 -1.147 -3.128
H 4.569 -2.348 -4.071
H 2.353 -2.860 -4.944
H 3.120 -1.790 -6.150
H 1.861 0.292 -5.178
H 0.837 -1.021 -5.947
H 1.195 -0.874 -2.853
H 0.115 -1.937 -3.891
H -0.006 2.317 -3.927
H -1.643 1.104 -0.585
H -3.300 2.054 -1.836
H -4.521 0.149 -6.184
H -3.479 2.451 -5.623
C 0.905 2.286 2.375
C 0.708 0.816 2.654
O 1.035 0.158 1.431
S 2.184 0.997 0.668
O 3.445 0.404 0.957
O 1.733 1.245 -0.651
O 2.061 2.359 1.532
H 0.055 2.699 1.824
H 1.057 2.858 3.287
H -0.313 0.587 2.955
H 1.402 0.464 3.423
C 2.142 -6.250 -7.386
C 3.592 -6.694 -7.410
O 4.302 -5.597 -7.988
S 3.565 -4.216 -7.578
O 4.250 -3.664 -6.454
O 3.305 -3.478 -8.760
O 2.182 -4.860 -7.058
H 1.679 -6.354 -8.370
H 1.555 -6.797 -6.651
H 3.742 -7.600 -7.995
H 3.975 -6.849 -6.397
C -3.143 -2.023 3.173
C -3.987 -2.658 4.260
O -3.432 -2.169 5.487
S -2.862 -0.680 5.253
O -3.849 0.251 5.690
O -1.515 -0.638 5.702
O -2.871 -0.699 3.643
H -2.191 -2.545 3.053
H -3.659 -1.990 2.214
H -3.956 -3.745 4.230
H -5.025 -2.322 4.202
C 1.829 6.298 6.411
C 3.155 5.616 6.123
O 2.996 4.286 6.618
S 1.451 3.843 6.445
O 1.331 3.082 5.248
O 0.974 3.376 7.701
O 0.832 5.300 6.166
H 1.758 6.600 7.459
H 1.662 7.164 5.772
H 3.993 6.110 6.610
H 3.343 5.558 5.048
C -4.793 -5.318 -5.822
C -3.343 -5.339 -5.374
O -2.697 -4.346 -6.167
S -3.753 -3.146 -6.481
O -3.545 -2.094 -5.552
O -3.780 -2.935 -7.887
O -5.099 -3.945 -6.052
H -4.922 -5.858 -6.765
H -5.464 -5.735 -5.072
H -2.876 -6.312 -5.524
H -3.248 -5.048 -4.324
C -4.324 6.336 6.267
C -3.994 5.132 7.122
O -3.185 4.303 6.286
S -2.311 5.236 5.294
O -0.996 5.392 5.860
O -2.519 4.789 3.963
O -3.134 6.610 5.518
H -5.124 6.110 5.561
H -4.603 7.202 6.866
H -4.884 4.597 7.448
H -3.400 5.416 7.995
C -1.551 0.613 9.038
C -3.037 0.850 8.860
O -3.668 -0.279 9.472
S -2.764 -0.779 10.713
O -3.300 -0.227 11.910
O -2.518 -2.169 10.556
O -1.421 0.033 10.343
H -1.174 -0.105 8.306
H -0.973 1.534 8.970
H -3.321 0.930 7.814
H -3.361 1.748 9.395
C -7.745 2.290 4.549
C -6.321 2.783 4.707
O -6.399 4.196 4.485
S -7.827 4.739 5.006
O -7.649 5.270 6.317
O -8.437 5.472 3.957
O -8.562 3.310 5.138
H -8.020 2.200 3.496
H -7.908 1.336 5.048
H -5.637 2.320 3.999
H -5.954 2.620 5.724
C 7.779 -3.689 -7.042
C 7.355 -4.486 -5.828
O 8.148 -5.679 -5.872
S 9.580 -5.335 -6.528
O 10.518 -5.127 -5.480
O 9.815 -6.245 -7.594
O 9.193 -3.896 -7.148
H 7.309 -4.073 -7.952
H 7.555 -2.629 -6.940
H 6.295 -4.726 -5.840
H 7.596 -3.955 -4.903
```

As for the multiplicity: 1. The value obtained for the energy is -8451.97305 a.u. The HOMO-LUMO gap comes out at 4.9 eV. The calculation puts the HOMO energy at -3.565 eV. As for the strongest force on any atom: 0.1232 Eh/bohr. As for the charge: -1.

Results of the Löwdin charge analysis, in e, for atoms 1 through 4: atom 1 (C): -0.085, atom 2 (C): -0.268, atom 3 (O): -0.181, atom 4 (C): -0.206

# 3
Below is C25H57Br10NNbO as an isolated structure in a non-equilibrium geometry, with properties calculated with wB97M-V/def2-TZVPD.

The geometry in XYZ format:
```
95
Properties=species:S:1:pos:R:3
C 5.430 -0.147 -0.079
C 4.056 -0.899 -0.059
Nb 3.357 -1.418 -2.173
C 3.568 -3.648 -1.739
C 2.205 -4.211 -1.289
C 2.296 -5.505 -0.469
N 1.141 -5.494 0.453
C 3.228 0.752 -2.837
C 2.313 1.693 -2.006
C 0.855 1.191 -1.795
C 0.653 0.828 -0.305
C -0.703 1.245 0.312
C -1.794 0.164 0.175
C -2.602 0.377 -1.100
C -3.149 -0.919 -1.714
C -2.100 -1.740 -2.459
O -1.034 -2.181 -1.650
C -1.403 -3.242 -0.794
H 6.188 -0.752 0.405
H 5.326 0.831 0.376
H 5.744 -0.040 -1.111
H 3.313 -0.379 0.548
H 4.225 -1.855 0.437
H 5.078 -1.482 -2.831
H 2.750 -1.927 -3.835
H 1.615 -1.523 -1.654
H 4.340 -3.789 -0.985
H 3.816 -4.160 -2.666
H 1.687 -3.503 -0.653
H 1.600 -4.409 -2.168
H 2.230 -6.406 -1.075
H 3.248 -5.556 0.063
H 1.368 -4.878 1.221
H 1.007 -6.408 0.869
H 3.002 0.790 -3.901
H 4.242 1.155 -2.740
H 2.825 1.949 -1.085
H 2.238 2.628 -2.570
H 0.678 0.330 -2.429
H 0.112 1.928 -2.085
H 1.389 1.332 0.316
H 0.811 -0.237 -0.170
H -0.494 1.346 1.386
H -1.013 2.218 -0.061
H -2.424 0.229 1.062
H -1.302 -0.799 0.197
H -3.464 0.995 -0.858
H -2.021 0.884 -1.862
H -3.885 -0.621 -2.462
H -3.671 -1.488 -0.949
H -1.683 -1.119 -3.244
H -2.605 -2.626 -2.860
H -2.443 -3.201 -0.475
H -0.788 -3.249 0.098
H -1.206 -4.169 -1.328
Br -3.144 4.023 -2.240
C -2.458 5.566 -1.276
C -1.094 5.969 -1.766
Br 0.290 4.764 -1.114
H -2.465 5.305 -0.224
H -3.177 6.362 -1.456
H -0.829 6.948 -1.382
H -1.017 5.975 -2.848
Br -4.402 2.678 2.519
C -3.534 3.937 3.722
C -2.119 4.216 3.298
Br -0.915 2.761 3.750
H -3.598 3.517 4.720
H -4.131 4.845 3.671
H -1.721 5.075 3.843
H -2.026 4.374 2.227
Br -4.084 -5.320 0.790
C -4.505 -6.430 -0.752
C -3.615 -7.643 -0.823
Br -1.832 -7.198 -1.458
H -4.426 -5.794 -1.627
H -5.542 -6.729 -0.615
H -4.007 -8.358 -1.543
H -3.493 -8.128 0.139
Br 1.333 -2.895 3.137
C 0.305 -1.442 2.344
C -0.621 -0.794 3.335
Br -2.194 -1.891 3.679
H -0.218 -1.861 1.491
H 1.048 -0.728 1.994
H -1.007 0.142 2.935
H -0.150 -0.613 4.296
Br 1.792 9.377 1.964
C 2.074 7.927 3.232
C 0.927 6.950 3.257
Br -0.606 7.679 4.218
H 2.246 8.393 4.196
H 2.984 7.430 2.902
H 1.210 6.052 3.801
H 0.577 6.673 2.271
```

As for the multiplicity: 1. The value obtained for the energy is -26913.60216 a.u. The HOMO-LUMO gap comes out at 5.4 eV. The calculation puts the HOMO energy at -3.949 eV. As for the strongest force on any atom: 0.0419 Eh/bohr. As for the charge: -1.

Results of the Löwdin charge analysis, in e, for atoms 1 through 4: atom 1 (C): -0.225, atom 2 (C): -0.415, atom 3 (Nb): 1.405, atom 4 (C): -0.431